ORCA calculation (ωB97M-V with the def2-TZVPD basis set) on a single CH3NOSi molecule at a distorted geometry.

Values from the calculation:
Total charge: 0
HOMO (eV): -11.41
SMILES string: N#CO[SiH3]
Energy relative to the best compared isomer or geometry (same formula, charge and spin) (kcal per mole): 41.8
Total energy (eV): -12499.33938

The geometry in XYZ format:
```
7
Properties=species:S:1:pos:R:3:forces:R:3
N -2.141 2.999 -1.445 -0.75 2.75 -1.51
C -1.895 2.084 -0.837 2.11 -7.53 3.71
O -1.582 0.838 -0.185 -1.73 4.54 -1.88
Si -0.056 0.094 -0.427 -2.51 -0.63 -0.41
H 0.102 0.558 -1.786 1.15 0.02 -0.44
H 0.585 0.468 0.764 1.47 0.56 0.78
H -0.378 -1.357 -0.303 0.26 0.29 -0.25
```
Positions in Å, forces in eV/Å.